Formula: C3H4BrN3O
Source: OMol25
Level of theory: ωB97M-V/def2-TZVPD

Geometry (Å):
C 0.33347 -1.58960 -0.11065
N -0.04321 -0.26565 0.12959
C -1.29367 0.19594 0.08026
Br -2.83953 -0.71851 0.34389
N -1.16528 1.84654 -0.03013
N 0.16788 1.91674 0.15418
C 0.93395 0.77802 0.18404
O 2.15174 0.70596 0.16040
H 1.31964 -1.88788 0.26452
H -0.58504 -2.16706 0.02042
H 0.56045 -1.74896 -1.16649
H 0.45961 2.93445 -0.03003

Properties
Relative energy (zero: lowest compared OMol25 entry of this formula, charge and spin) in kcal/mol: 49.31
Frontier orbital gap (spin up / spin down) in eV: 8.18 / 8.18
SMILES: Cn1c(Br)n[nH]c1=O
HOMO energy (spin up / spin down) in eV: -7.84 / -7.85